{
  "formula": "C19H23CuF5NPS",
  "method": "ωB97M-V with the def2-TZVPD basis set",
  "largest_force_ev_per_a": 3.59,
  "s2": 0.7620,
  "gap_ha": [0.20779, 0.23735],
  "e_lumo_ha": [-0.001, -0.001],
  "e_homo_ev": [-5.68, -6.48],
  "multiplicity": 2,
  "elements": ["C", "C", "C", "C", "C", "C", "C", "C", "N", "Cu", "C", "P", "H", "H", "H", "H", "H", "H", "H", "H", "C", "C", "H", "C", "C", "H", "H", "H", "H", "H", "H", "H", "H", "H", "H", "H", "H", "H", "H", "F", "C", "C", "F", "C", "F", "C", "S", "C", "F", "C", "F"],
  "xyz": [[0.3874, 3.6248, -3.2126], [-0.9083, 3.1665, -2.9739], [-1.1357, 1.9436, -2.2721], [-0.0449, 1.2375, -1.7974], [1.2443, 1.6909, -2.0053], [1.4820, 2.8999, -2.7086], [-2.5710, 1.4946, -2.1262], [-2.8557, 0.0101, -1.7297], [-1.7178, -0.9532, -1.9062], [-0.3692, -0.6830, -0.7124], [2.3989, 0.8866, -1.5032], [1.7629, -0.8756, -1.1102], [-1.7869, 3.7340, -3.3396], [2.5204, 3.2300, -2.8543], [0.5674, 4.5492, -3.7907], [2.8250, 1.2896, -0.5635], [3.2214, 0.7975, -2.2416], [-3.0644, 2.1545, -1.3787], [-3.0952, 1.6705, -3.0913], [-3.2452, -0.0046, -0.6940], [2.9525, -1.3581, 0.1700], [2.2907, -1.7002, -2.6441], [-3.6817, -0.3483, -2.3983], [-1.2665, -1.0024, -3.3066], [-2.2078, -2.2780, -1.4511], [-1.3744, -0.4072, 1.4026], [-1.9937, -1.5596, -3.8796], [-1.1804, -0.0206, -3.7092], [-0.3318, -1.4828, -3.3894], [-3.0128, -2.5869, -2.1167], [-1.4338, -3.0285, -1.4848], [-2.6014, -2.2615, -0.4412], [3.3867, -1.6881, -2.7001], [1.9312, -2.7403, -2.5653], [1.8175, -1.2267, -3.5184], [3.9643, -1.4356, -0.2458], [2.9375, -0.6407, 1.0039], [2.6485, -2.3420, 0.5523], [0.9740, -2.4416, -1.2453], [0.2233, 0.1879, 6.6689], [-0.1235, 0.3102, 5.3752], [0.0940, 1.5313, 4.7292], [0.6276, 2.5762, 5.3818], [-0.2345, 1.6574, 3.3854], [-0.0470, 2.8253, 2.7195], [-0.7882, 0.5774, 2.7403], [-1.3018, 0.8191, 0.9923], [-1.0133, -0.6488, 3.3762], [-1.6207, -1.6826, 2.6981], [-0.6567, -0.7924, 4.7010], [-0.8137, -1.9802, 5.3224]],
  "forces_ev_per_angstrom": [[0.40, 0.09, 0.16], [-0.47, -0.52, 0.14], [0.57, 1.53, -0.80], [-0.33, -0.87, 0.69], [0.56, 1.37, -0.75], [-0.44, -0.55, 0.13], [-0.54, -0.18, -0.14], [-0.33, 0.23, -0.86], [-3.15, -0.82, -0.26], [3.02, 1.85, 0.57], [0.69, -0.76, 0.35], [0.30, 0.61, -0.02], [0.64, -0.30, 0.12], [-0.55, -0.02, -0.07], [-0.21, -0.57, 0.43], [-0.16, -0.03, -0.38], [-0.29, 0.27, 0.36], [0.13, -0.43, -0.40], [0.32, 0.07, 0.57], [0.45, -0.42, -0.47], [0.12, -0.58, 0.27], [0.49, -0.29, -0.65], [0.37, 0.15, 0.56], [-1.29, -0.17, 0.50], [-0.52, -0.12, -0.92], [-1.12, -2.19, -1.88], [-0.40, -0.26, -0.39], [0.09, 0.68, -0.18], [1.05, -0.63, 0.09], [-0.38, -0.28, -0.12], [0.41, -0.06, -0.13], [0.00, 0.34, 0.20], [-0.17, 0.15, -0.34], [0.53, 0.52, -0.45], [0.41, 0.01, 0.19], [-0.12, 0.08, 0.17], [0.02, -0.14, -0.36], [0.21, 0.22, -0.05], [-1.28, -0.15, 1.64], [-0.17, 0.02, -0.58], [0.30, 0.09, 0.41], [0.15, 0.26, 0.04], [-0.25, -0.64, -0.09], [0.20, 0.30, 0.44], [-0.16, -1.05, 0.71], [-0.46, 0.87, -1.05], [0.67, 0.75, 1.75], [-0.13, 0.14, -0.04], [0.75, 0.97, 0.87], [0.00, -0.45, 0.28], [0.09, 0.91, -0.24]],
  "nbo_charge": [-0.254, -0.170, -0.129, -0.387, -0.108, -0.209, -0.444, -0.224, -0.550, 0.900, -0.739, 0.813, 0.191, 0.204, 0.210, 0.224, 0.219, 0.227, 0.216, 0.211, -0.965, -0.974, 0.186, -0.412, -0.434, 0.144, 0.180, 0.233, 0.215, 0.173, 0.232, 0.208, 0.226, 0.247, 0.238, 0.226, 0.237, 0.244, -0.279, -0.290, 0.312, 0.277, -0.280, 0.328, -0.286, -0.254, 0.077, 0.296, -0.298, 0.276, -0.282]
}